No. 1
# C16H14ClKN4O

A structure of composition C16H14ClKN4O (ωB97M-V with the def2-TZVPD basis set, the Open Molecules 2025 dataset).

Calculated values
energy above the lowest of the compared OMol25 structures with the same formula, charge and spin = 0.085 eV
calculated total energy = -1972.52097 Ha
total charge = 0
gap between HOMO and LUMO = 6.529 eV

Each line ends with the natural charge from an NBO analysis.
Element x y z (Å)
K 0.060 -0.158 -0.507  0.95
Cl 5.350 0.127 5.161  -0.03
C 4.395 0.054 3.705  -0.11
C 5.038 0.018 2.454  -0.18
C 4.292 -0.041 1.316  -0.29
C 2.854 -0.072 1.314  0.43
O 2.224 -0.128 0.225  -0.79
C 2.220 -0.032 2.613  -0.22
C 0.821 -0.049 2.876  0.18
N -0.198 -0.092 2.069  -0.58
C -1.486 -0.083 2.625  0.14
C -1.782 -0.058 3.981  -0.24
C -3.088 -0.025 4.483  -0.19
C -4.161 -0.015 3.641  -0.21
C -3.938 -0.049 2.252  -0.10
C -5.014 -0.043 1.338  -0.13
C -4.772 -0.082 -0.004  -0.27
C -3.435 -0.133 -0.426  0.05
N -2.405 -0.137 0.386  -0.49
C -2.613 -0.093 1.727  0.19
C 3.037 0.030 3.774  -0.18
H 6.119 0.037 2.409  0.22
H 4.769 -0.071 0.344  0.22
H 0.646 -0.012 3.953  0.14
H -0.986 -0.062 4.710  0.21
H -3.232 -0.005 5.556  0.22
H -5.178 0.013 4.011  0.21
H -6.024 -0.006 1.730  0.22
H -5.570 -0.075 -0.732  0.22
H -3.211 -0.167 -1.489  0.19
H 2.562 0.057 4.748  0.21
N -1.304 3.151 -0.005  -0.67
N 0.018 2.698 -0.308  -0.70
H -1.297 3.875 0.706  0.33
H -1.818 2.362 0.366  0.35
H 0.632 2.726 0.502  0.35
H 0.410 3.309 -1.011  0.35

=====

No. 2
# C58H88BrI2N9O4S

A structure of composition C58H88BrI2N9O4S (ωB97M-V with the def2-TZVPD basis set, the Open Molecules 2025 dataset).

Calculated values
calculated total energy = -6623.84464 Ha
total charge = 0
gap between HOMO and LUMO = 7.968 eV

Each line ends with the Löwdin charge.
Element x y z (Å)
C 6.434 -1.439 -1.420  -0.12
C 6.286 -1.037 -2.990  -0.23
C 5.424 0.304 -3.136  -0.23
C 6.205 1.532 -3.805  -0.22
C 5.681 2.964 -3.295  -0.20
C 4.198 3.131 -3.920  -0.20
C 3.515 4.534 -3.565  -0.21
C 2.306 4.404 -2.498  -0.20
C 0.933 3.908 -3.156  -0.20
C 0.361 2.561 -2.467  -0.15
C 0.974 1.275 -3.270  -0.27
N -0.187 0.438 -3.649  -0.08
C 0.002 -0.381 -4.872  -0.61
S 1.768 -1.058 -4.642  0.69
C 0.101 0.622 -6.116  -0.61
I 1.924 0.617 -7.371  0.91
C -0.831 1.591 -6.519  -0.72
C -0.592 2.542 -7.799  -0.23
I -2.646 1.914 -5.414  1.01
C -1.092 -1.590 -5.024  -0.38
C -0.471 -2.936 -4.377  -0.08
C -1.331 -1.998 -6.582  -0.02
C -0.140 -2.334 -7.500  -0.43
O 0.765 -3.174 -7.411  0.07
O -0.132 -1.645 -8.777  -0.05
O -2.417 -1.272 -4.671  -0.09
C -3.041 -1.314 -3.456  -0.33
C -3.137 -2.704 -2.610  -0.13
C -2.011 -2.802 -1.459  -0.67
C -2.577 -2.365 0.001  -0.15
Br -1.270 -4.656 -1.258  0.62
O -2.734 -0.287 -2.446  -0.17
C -3.925 0.143 -1.767  -0.23
C -4.750 1.299 -2.497  -0.25
C -4.260 2.786 -2.163  -0.14
H 5.681 -2.269 -1.206  0.07
H 6.190 -0.541 -0.770  0.05
H 7.510 -1.774 -1.270  0.07
H 7.330 -0.831 -3.389  0.09
H 5.796 -1.940 -3.498  0.11
H 4.498 0.043 -3.762  0.08
H 5.042 0.676 -2.119  0.10
H 7.338 1.406 -3.652  0.10
H 6.032 1.463 -4.939  0.11
H 5.642 2.906 -2.161  0.10
H 6.395 3.784 -3.645  0.12
H 4.339 3.054 -5.052  0.11
H 3.576 2.274 -3.505  0.09
H 3.150 5.092 -4.495  0.11
H 4.337 5.195 -3.116  0.10
H 2.590 3.754 -1.603  0.11
H 2.145 5.465 -2.092  0.09
H 0.153 4.720 -3.001  0.10
H 1.042 3.786 -4.296  0.11
H -0.777 2.568 -2.496  0.08
H 0.719 2.559 -1.375  0.11
H 1.683 0.793 -2.501  0.12
H 1.576 1.724 -4.116  0.08
H -0.262 -0.266 -2.886  0.11
H 1.967 -2.132 -5.483  -0.10
H -0.325 1.961 -8.733  0.05
H 0.129 3.393 -7.555  0.08
H -1.599 3.054 -8.019  0.05
H 0.336 -3.425 -4.992  0.07
H -0.062 -2.785 -3.329  0.05
H -1.342 -3.690 -4.389  0.09
H -1.961 -1.139 -7.016  0.13
H -2.054 -2.891 -6.542  0.16
H -1.000 -1.824 -9.213  0.12
H -4.165 -1.106 -3.652  0.16
H -4.137 -2.714 -2.043  0.11
H -3.174 -3.623 -3.282  0.10
H -1.128 -2.101 -1.644  0.08
H -2.430 -3.188 0.779  0.05
H -1.988 -1.456 0.387  0.09
H -3.665 -2.059 -0.077  0.05
H -4.661 -0.682 -1.502  0.11
H -3.576 0.582 -0.761  0.14
H -4.840 1.072 -3.613  0.06
H -5.826 1.225 -2.090  0.10
H -4.770 3.545 -2.841  0.07
H -3.127 2.832 -2.178  0.05
H -4.612 2.999 -1.088  0.08
N 8.268 1.715 0.205  0.01
C 7.174 2.097 0.934  -0.15
C 7.609 2.502 2.171  -0.12
C 9.019 2.364 2.188  -0.12
C 9.398 1.879 0.961  -0.14
H 8.245 1.368 -0.740  0.14
H 6.182 2.047 0.510  0.10
H 6.982 2.859 2.975  0.09
H 9.684 2.595 3.008  0.08
H 10.371 1.637 0.562  0.11
N 3.988 8.279 -2.918  0.00
C 4.151 8.209 -1.560  -0.15
C 5.287 8.905 -1.233  -0.11
C 5.828 9.420 -2.438  -0.12
C 5.004 9.020 -3.460  -0.14
H 3.238 7.853 -3.437  0.14
H 3.446 7.669 -0.946  0.10
H 5.685 9.032 -0.238  0.09
H 6.721 10.017 -2.544  0.09
H 5.053 9.197 -4.524  0.10
N -5.442 -3.198 4.020  0.00
C -5.624 -4.512 4.362  -0.16
C -5.293 -5.282 3.275  -0.11
C -4.892 -4.402 2.240  -0.11
C -4.992 -3.123 2.730  -0.15
H -5.613 -2.410 4.624  0.15
H -5.972 -4.783 5.347  0.11
H -5.334 -6.360 3.230  0.09
H -4.566 -4.674 1.247  0.09
H -4.782 -2.168 2.272  0.10
N -9.338 1.721 -1.907  0.00
C -8.445 2.599 -1.353  -0.16
C -8.403 2.365 -0.001  -0.12
C -9.301 1.302 0.271  -0.11
C -9.861 0.924 -0.924  -0.14
H -9.573 1.670 -2.884  0.14
H -7.919 3.314 -1.968  0.10
H -7.794 2.898 0.713  0.09
H -9.513 0.863 1.234  0.09
H -10.585 0.159 -1.160  0.11
N 9.125 1.567 6.043  0.00
C 8.807 2.082 7.271  -0.14
C 9.978 2.298 7.955  -0.12
C 11.042 1.904 7.107  -0.12
C 10.486 1.460 5.932  -0.15
H 8.461 1.309 5.331  0.14
H 7.779 2.249 7.552  0.10
H 10.060 2.696 8.956  0.09
H 12.097 1.942 7.330  0.09
H 10.939 1.078 5.031  0.10
N -0.705 -3.408 6.776  -0.02
C -2.020 -3.164 6.480  -0.15
C -2.277 -3.680 5.234  -0.10
C -1.074 -4.263 4.762  -0.10
C -0.122 -4.082 5.735  -0.14
H -0.239 -3.135 7.625  0.15
H -2.657 -2.644 7.179  0.11
H -3.226 -3.644 4.719  0.06
H -0.922 -4.760 3.816  0.09
H 0.916 -4.373 5.777  0.11
N -9.183 -4.469 7.138  0.00
C -9.166 -4.327 5.777  -0.15
C -8.952 -3.001 5.492  -0.13
C -8.830 -2.318 6.728  -0.12
C -8.974 -3.250 7.726  -0.14
H -9.327 -5.334 7.631  0.14
H -9.308 -5.179 5.130  0.11
H -8.889 -2.570 4.503  0.09
H -8.655 -1.262 6.871  0.09
H -8.947 -3.151 8.800  0.11
N -2.999 -6.559 8.337  0.01
C -2.112 -5.688 8.909  -0.14
C -2.070 -5.949 10.257  -0.11
C -2.962 -7.022 10.507  -0.12
C -3.518 -7.380 9.303  -0.15
H -3.232 -6.592 7.358  0.14
H -1.590 -4.959 8.309  0.08
H -1.465 -5.426 10.982  0.09
H -3.172 -7.482 11.460  0.09
H -4.237 -8.144 9.051  0.10

=====

No. 3
# C5H7N4O

The ion C5H7N4O with charge +1 (ωB97M-V with the def2-TZVPD basis set, the Open Molecules 2025 dataset).

Calculated values
energy above the lowest of the compared OMol25 structures with the same formula, charge and spin = 1.188 eV
calculated total energy = -488.51464 Ha
spin multiplicity = 3
total charge = +1
gap between HOMO and LUMO (spin up / spin down) = 7.557 / 7.737 eV

Each line ends with the natural charge from an NBO analysis.
Element x y z (Å)
C -1.669 0.337 1.312  -0.04
C 0.594 -0.276 -1.667  0.39
C -0.528 0.456 0.627  -0.10
C -0.561 -1.335 0.020  0.04
C 0.713 1.096 0.392  0.16
N -2.374 -0.890 1.210  0.01
N -1.848 -1.790 0.555  -0.12
N 1.171 0.657 -0.930  -0.54
N -0.192 -1.199 -1.299  -0.51
O 1.677 0.766 1.388  -0.67
H -2.081 1.020 2.032  0.25
H 0.960 -0.407 -2.722  0.25
H 0.165 -1.652 0.757  0.25
H 0.503 2.167 0.396  0.22
H 1.699 1.456 -1.352  0.45
H -0.600 -1.878 -2.024  0.47
H 2.373 1.473 1.305  0.49

=====

No. 4
# C6H14N2O2

A cluster of 2 separate species, C6H14N2O2 in total (ωB97M-V with the def2-TZVPD basis set, the Open Molecules 2025 dataset).

Calculated values
SMILES string = CNC(C)=O.CNC(C)=O
energy above the lowest of the compared OMol25 structures with the same formula, charge and spin = 0.585 eV
calculated total energy = -497.03605 Ha
total charge = 0
gap between HOMO and LUMO = 9.364 eV

Each line ends with the natural charge from an NBO analysis.
Element x y z (Å)
C 0.402 -1.255 3.016  -0.42
N 0.966 0.068 2.779  -0.59
C 1.111 0.495 1.514  0.68
C 2.068 1.607 1.265  -0.71
O 0.490 -0.037 0.604  -0.66
H 1.075 -2.029 2.671  0.20
H 0.216 -1.394 4.077  0.20
H -0.557 -1.370 2.523  0.23
H 1.601 0.410 3.480  0.39
H 1.656 2.366 0.611  0.25
H 2.407 2.098 2.171  0.21
H 3.016 1.253 0.879  0.24
C -0.179 -1.520 -2.967  -0.41
N -0.602 -0.497 -2.024  -0.64
C -1.867 -0.007 -2.120  0.67
C -2.161 1.244 -1.331  -0.71
O -2.667 -0.461 -2.924  -0.64
H -1.012 -2.140 -3.249  0.22
H 0.257 -1.073 -3.864  0.19
H 0.644 -2.055 -2.505  0.19
H -0.018 -0.333 -1.217  0.43
H -3.194 1.531 -1.512  0.23
H -2.191 1.078 -0.252  0.23
H -1.460 2.019 -1.623  0.23

=====

No. 5
# C18H17N3O5S

An isolated molecule of C18H17N3O5S (ωB97M-V with the def2-TZVPD basis set, the Open Molecules 2025 dataset).

Calculated values
SMILES string = COC(=O)c1ccc(NS(=O)(=O)NC(=O)c2cn(C)c3ccccc23)cc1
energy above the lowest of the compared OMol25 structures with the same formula, charge and spin = 1.258 eV
calculated total energy = -1634.82712 Ha
total charge = 0
gap between HOMO and LUMO = 8.421 eV

Each line ends with the natural charge from an NBO analysis.
Element x y z (Å)
C -3.921 -1.865 0.537  -0.26
O -2.528 -1.885 0.806  -0.50
C -1.717 -1.742 -0.248  0.80
O -2.123 -1.620 -1.383  -0.63
C -0.290 -1.729 0.126  -0.20
C 0.673 -1.840 -0.877  -0.16
C 2.012 -1.701 -0.582  -0.23
C 2.409 -1.413 0.725  0.16
N 3.740 -1.107 0.984  -0.83
S 4.561 -0.136 -0.105  2.44
O 4.902 -0.887 -1.267  -0.94
O 5.588 0.515 0.623  -0.90
N 3.381 0.936 -0.657  -0.88
C 2.380 1.333 0.223  0.68
O 2.647 1.436 1.403  -0.60
C 1.054 1.483 -0.340  -0.26
C 0.640 1.326 -1.651  0.07
N -0.704 1.357 -1.734  -0.34
C -1.485 1.136 -2.919  -0.41
C -1.223 1.513 -0.474  0.19
C -2.545 1.565 -0.051  -0.26
C -2.773 1.706 1.301  -0.22
C -1.717 1.798 2.211  -0.23
C -0.404 1.754 1.798  -0.18
C -0.148 1.608 0.437  -0.07
C 1.454 -1.383 1.742  -0.24
C 0.118 -1.541 1.445  -0.13
H -4.243 -0.845 0.315  0.19
H -4.412 -2.228 1.437  0.20
H -4.154 -2.506 -0.316  0.20
H 0.348 -2.024 -1.890  0.23
H 2.767 -1.779 -1.348  0.23
H 3.916 -0.783 1.925  0.43
H 3.156 0.797 -1.628  0.42
H 1.228 1.208 -2.543  0.21
H -2.007 0.179 -2.839  0.24
H -2.218 1.935 -3.042  0.21
H -0.831 1.116 -3.789  0.21
H -3.360 1.493 -0.755  0.22
H -3.788 1.747 1.669  0.21
H -1.943 1.907 3.261  0.21
H 0.416 1.826 2.492  0.24
H 1.768 -1.184 2.755  0.22
H -0.624 -1.475 2.225  0.24

=====

No. 6
# C6H15N2O

A cluster of 2 separate species, C6H15N2O in total (ωB97M-V with the def2-TZVPD basis set, the Open Molecules 2025 dataset).

Calculated values
energy above the lowest of the compared OMol25 structures with the same formula, charge and spin = 3.993 eV
calculated total energy = -421.97289 Ha
total charge = +1
gap between HOMO and LUMO = 10.349 eV

Each line ends with the natural charge from an NBO analysis.
Element x y z (Å)
C 2.232 -1.126 0.693  -0.12
C 1.162 -0.171 0.460  0.42
C -0.765 -2.064 -0.433  -0.72
C -2.767 0.740 0.183  -0.40
C 1.726 1.965 -0.634  -0.43
C -0.819 -0.824 0.441  -0.07
N -1.393 0.385 -0.153  -0.56
N 1.141 1.229 0.494  -0.69
O 1.779 -0.787 -0.610  -0.48
H 3.300 -0.853 0.776  0.23
H 1.828 -2.018 1.047  0.20
H -0.470 -2.875 0.242  0.25
H 0.286 -2.024 -0.859  0.27
H -1.529 -2.276 -1.157  0.24
H -2.873 0.695 1.229  0.22
H -2.939 1.670 -0.247  0.23
H -3.446 -0.092 -0.233  0.23
H 2.016 1.280 -1.437  0.23
H 0.847 2.473 -1.139  0.19
H 2.557 2.559 -0.592  0.23
H -1.073 -0.896 1.514  0.22
H -1.488 0.232 -1.162  0.44
H -0.684 1.135 0.181  0.46
H 1.375 1.643 1.399  0.42

=====

> Which value of total charge does entry 4 give?

0

=====

> Which formula does entry 5 have?

C18H17N3O5S

=====

Please write out number 6 again, unchanged.
# C6H15N2O

A cluster of 2 separate species, C6H15N2O in total (ωB97M-V with the def2-TZVPD basis set, the Open Molecules 2025 dataset).

Calculated values
energy above the lowest of the compared OMol25 structures with the same formula, charge and spin = 3.993 eV
calculated total energy = -421.97289 Ha
total charge = +1
gap between HOMO and LUMO = 10.349 eV

Each line ends with the natural charge from an NBO analysis.
Element x y z (Å)
C 2.232 -1.126 0.693  -0.12
C 1.162 -0.171 0.460  0.42
C -0.765 -2.064 -0.433  -0.72
C -2.767 0.740 0.183  -0.40
C 1.726 1.965 -0.634  -0.43
C -0.819 -0.824 0.441  -0.07
N -1.393 0.385 -0.153  -0.56
N 1.141 1.229 0.494  -0.69
O 1.779 -0.787 -0.610  -0.48
H 3.300 -0.853 0.776  0.23
H 1.828 -2.018 1.047  0.20
H -0.470 -2.875 0.242  0.25
H 0.286 -2.024 -0.859  0.27
H -1.529 -2.276 -1.157  0.24
H -2.873 0.695 1.229  0.22
H -2.939 1.670 -0.247  0.23
H -3.446 -0.092 -0.233  0.23
H 2.016 1.280 -1.437  0.23
H 0.847 2.473 -1.139  0.19
H 2.557 2.559 -0.592  0.23
H -1.073 -0.896 1.514  0.22
H -1.488 0.232 -1.162  0.44
H -0.684 1.135 0.181  0.46
H 1.375 1.643 1.399  0.42